Molecular formula: C16H68N4O16
Method: DFT, the ωB97M-V functional and the def2-TZVPD basis

XYZ file:
```
104
Properties=species:S:1:pos:R:3:lowdin_charge:R:1
C 2.545 -0.410 4.006 -0.043
C 3.576 0.033 2.957 -0.431
C 3.104 0.002 1.532 -0.203
O 4.196 0.167 0.644 -0.167
C 3.864 0.237 -0.703 -0.110
N 4.105 1.362 3.323 0.038
H 2.945 -0.417 5.019 0.081
H 2.256 -1.415 3.698 0.079
H 1.695 0.275 3.989 0.060
H 4.408 -0.678 3.037 0.134
H 2.312 0.742 1.379 0.132
H 2.680 -0.998 1.392 0.101
H 3.056 0.939 -0.935 0.087
H 3.732 -0.722 -1.209 0.066
H 4.704 0.703 -1.227 0.094
H 4.761 1.143 4.073 0.088
H 4.807 1.533 2.600 0.087
C 5.994 -4.644 0.082 -0.048
C 4.551 -4.116 -0.132 -0.436
C 3.998 -3.418 1.087 -0.167
O 2.624 -3.038 0.933 -0.218
C 1.717 -4.087 0.724 -0.114
N 4.638 -3.243 -1.320 0.053
H 6.652 -3.849 0.424 0.082
H 6.317 -5.039 -0.881 0.072
H 5.963 -5.485 0.776 0.075
H 3.851 -4.937 -0.322 0.120
H 4.525 -2.486 1.293 0.124
H 4.033 -4.133 1.915 0.133
H 0.696 -3.722 0.851 0.086
H 1.787 -4.984 1.345 0.099
H 1.782 -4.436 -0.314 0.067
H 3.740 -2.793 -1.486 0.017
H 4.647 -3.900 -2.098 0.069
C 0.023 -0.760 -0.982 -0.038
C -0.917 0.393 -1.320 -0.378
C -0.645 1.624 -0.479 -0.183
O -1.038 1.369 0.863 -0.230
C -0.700 2.432 1.753 -0.070
N -0.644 0.759 -2.725 0.047
H 0.022 -0.947 0.095 0.066
H 1.069 -0.591 -1.240 0.073
H -0.274 -1.712 -1.430 0.069
H -1.950 0.036 -1.310 0.130
H -1.178 2.468 -0.931 0.125
H 0.418 1.880 -0.480 0.127
H 0.338 2.751 1.636 0.087
H -0.747 1.948 2.730 0.078
H -1.409 3.256 1.674 0.102
H -0.679 -0.103 -3.266 0.049
H -1.440 1.262 -3.110 0.060
C -4.318 2.917 -0.679 -0.048
C -5.348 2.668 -1.773 -0.419
C -4.748 2.562 -3.188 -0.197
O -3.769 3.582 -3.296 -0.189
C -2.881 3.423 -4.380 -0.098
N -6.175 1.458 -1.557 0.038
H -4.724 2.588 0.278 0.079
H -4.143 3.992 -0.656 0.080
H -3.380 2.387 -0.853 0.058
H -6.060 3.496 -1.779 0.131
H -5.537 2.760 -3.920 0.124
H -4.388 1.546 -3.386 0.115
H -3.387 2.845 -5.165 0.082
H -2.030 2.761 -4.179 0.059
H -2.511 4.334 -4.844 0.090
H -6.646 1.581 -0.667 0.066
H -5.498 0.720 -1.379 0.024
O 2.056 -2.800 -2.664 -0.046
H 1.327 -3.208 -2.183 0.044
H 2.615 -3.538 -2.927 0.058
O -4.671 -1.006 -0.595 -0.083
H -4.261 -0.780 0.271 0.016
H -5.013 -1.898 -0.479 0.057
O -1.572 -1.938 2.669 -0.065
H -0.762 -1.783 2.175 0.021
H -1.461 -1.414 3.484 -0.002
O -3.364 0.080 1.520 -0.066
H -2.705 0.738 1.223 0.024
H -2.851 -0.549 2.052 0.017
O -0.615 4.542 4.363 -0.046
H 0.233 4.223 4.017 0.021
H -0.379 5.063 5.137 0.064
O -3.889 -2.169 -2.993 -0.057
H -3.760 -1.631 -2.191 0.010
H -3.276 -2.903 -2.895 0.048
O 0.976 2.573 -4.146 -0.099
H 0.477 2.014 -3.518 -0.030
H 1.211 1.975 -4.860 0.021
O 0.347 -1.418 -4.613 -0.056
H 0.917 -1.875 -3.977 -0.008
H -0.421 -1.988 -4.707 0.034
O -2.983 -0.544 -5.192 -0.072
H -3.714 -0.283 -5.759 0.034
H -3.383 -1.116 -4.519 -0.017
O -1.892 2.265 5.119 -0.070
H -2.307 2.422 5.972 0.048
H -1.565 3.141 4.827 -0.002
O -0.942 -0.483 4.904 -0.049
H -0.609 -0.748 5.765 0.060
H -1.094 0.473 4.970 0.013
O 1.901 3.058 4.127 -0.077
H 2.533 2.317 4.065 -0.007
H 1.927 3.315 5.054 0.042
```

Its total charge is 0. For the LUMO energy, the calculation gives -0.141 eV. Its energy above the lowest of the compared OMol25 structures with the same formula, charge and spin is 0.0 kcal/mol.

---

Molecular formula: C16H6Br2F5NO2SbSe4Tc
Method: DFT, the ωB97M-V functional and the def2-TZVPD basis

XYZ file:
```
38
Properties=species:S:1:pos:R:3:nbo_charge:R:1
Tc -0.006 0.124 0.334 1.008
C 2.850 1.881 -0.099 -0.664
C 2.770 0.610 -0.878 0.286
C 3.903 0.109 -1.558 -0.259
C 3.863 -1.066 -2.244 -0.125
C 2.650 -1.784 -2.311 -0.049
C 2.428 -3.014 -2.975 -0.124
Br 3.873 -3.901 -3.830 0.038
C 1.192 -3.587 -2.993 -0.218
C 0.098 -2.966 -2.358 -0.187
Br -1.603 -3.761 -2.433 0.086
C 0.247 -1.775 -1.684 0.367
O -0.704 -1.113 -1.071 -0.658
C 1.555 -1.209 -1.649 0.084
N 1.633 -0.053 -0.914 -0.406
H 3.889 2.185 0.023 0.215
H 2.388 1.766 0.881 0.251
H 2.303 2.675 -0.612 0.268
H 4.822 0.678 -1.507 0.223
H 4.748 -1.448 -2.736 0.230
H 1.040 -4.525 -3.508 0.239
Se -0.307 5.152 -2.695 -0.253
Sb -2.048 3.582 -1.898 0.978
Se -0.631 2.223 -0.167 -0.360
Se -3.647 4.764 -0.542 -0.663
Se -2.827 2.339 -3.809 -0.651
F 0.087 -0.073 7.699 -0.294
C 0.024 -0.042 6.361 0.246
C 1.022 0.570 5.631 0.259
F 2.054 1.139 6.267 -0.294
C 0.957 0.591 4.252 0.311
F 1.945 1.183 3.564 -0.308
C -0.099 0.005 3.560 0.224
O -0.155 0.013 2.239 -0.777
C -1.094 -0.603 4.320 0.284
F -2.123 -1.189 3.702 -0.289
C -1.036 -0.629 5.700 0.272
F -2.004 -1.228 6.402 -0.292
```

Its total charge is -1. The multiplicity is 4. For the LUMO energy (spin up / spin down), the calculation gives 1.288 / 0.266 eV. Its energy above the lowest of the compared OMol25 structures with the same formula, charge and spin is 20.0 kcal/mol.

---

Molecular formula: C16H6BrCaF9NO10S2
Method: DFT, the ωB97M-V functional and the def2-TZVPD basis

XYZ file:
```
46
Properties=species:S:1:pos:R:3:nbo_charge:R:1
O 2.938 -1.032 0.581 -0.514
C 3.082 -0.006 1.424 0.416
C 2.530 1.533 1.132 -0.565
C 2.825 1.928 -0.433 0.115
C 1.659 1.946 -1.615 -0.156
C 0.093 1.537 -1.330 0.970
F -0.756 1.969 -2.503 -0.427
F -0.511 2.181 -0.139 -0.319
F -0.030 0.031 -1.314 -0.329
C 2.039 2.383 -3.183 -0.157
C 3.586 2.828 -3.637 -0.192
C 4.715 2.834 -2.446 -0.079
C 4.374 2.376 -0.874 -0.124
C 5.645 2.437 0.185 0.493
O 5.882 1.564 1.166 -0.512
C 6.719 3.692 -0.078 -0.121
Br 7.587 4.669 1.476 0.095
C 7.038 4.091 -1.508 -0.281
C 6.282 3.312 -2.781 0.512
O 6.881 3.132 -3.967 -0.517
H 3.658 -0.140 2.461 0.169
H 1.400 1.535 1.440 0.282
H 3.059 2.344 1.829 0.260
H 1.235 2.422 -4.051 0.262
H 3.864 3.122 -4.745 0.273
H 7.792 4.961 -1.784 0.269
C -4.661 -4.276 1.319 0.710
F -5.284 -5.306 1.962 -0.309
F -3.321 -4.541 1.380 -0.325
F -4.999 -4.389 -0.001 -0.326
S -5.078 -2.639 2.005 2.200
O -4.622 -2.698 3.397 -0.907
O -6.530 -2.531 1.841 -0.908
N -4.189 -1.785 1.009 -1.190
S -4.293 -0.228 1.290 2.208
O -3.675 0.252 2.529 -0.903
O -5.569 0.410 0.954 -0.911
C -3.152 0.307 -0.027 0.690
F -3.573 -0.079 -1.269 -0.421
F -1.901 -0.224 0.120 -0.311
F -2.989 1.660 -0.082 -0.321
Ca -2.830 0.815 -3.157 0.537
C -6.697 -8.134 2.838 0.882
O -5.916 -8.959 2.389 -0.498
O -6.547 -7.512 3.896 -0.354
O -7.759 -7.793 2.304 -0.365
```

Its total charge is -1. For the LUMO energy, the calculation gives -1.962 eV.

---

Molecular formula: C16H74O29
Method: DFT, the ωB97M-V functional and the def2-TZVPD basis

XYZ file:
```
119
Properties=species:S:1:pos:R:3:lowdin_charge:R:1
O 2.958 0.945 -1.143 -0.029
H 3.670 0.562 -0.631 0.051
H 2.161 0.661 -0.696 0.013
O 3.597 3.664 -0.217 -0.048
H 3.535 2.748 -0.489 -0.020
H 3.225 3.678 0.665 0.018
O -0.707 -2.349 3.791 -0.037
H 0.109 -1.854 3.718 -0.006
H -0.429 -3.262 3.862 0.029
O 0.758 -0.298 0.310 -0.020
H 1.138 -0.763 1.056 0.029
H -0.163 -0.182 0.544 0.051
O 4.777 0.397 1.605 -0.029
H 4.892 1.252 2.020 0.043
H 5.606 -0.056 1.754 0.046
O 4.700 -2.536 -2.021 -0.059
H 4.231 -2.629 -1.192 -0.019
H 4.093 -2.874 -2.680 -0.017
O 1.853 -3.674 5.135 -0.034
H 1.947 -4.569 4.809 0.027
H 2.275 -3.131 4.470 -0.016
O 0.970 -1.867 -2.443 -0.028
H 0.911 -1.401 -1.608 0.027
H 1.312 -1.217 -3.057 0.012
O -2.622 -2.012 -0.016 -0.053
H -2.396 -1.225 -0.512 0.001
H -2.869 -1.687 0.850 -0.018
O 4.615 -2.512 3.364 -0.038
H 4.578 -3.468 3.333 0.018
H 4.429 -2.294 4.277 0.050
O 0.982 1.470 4.466 -0.039
H 0.141 1.925 4.432 0.016
H 1.033 1.126 5.358 0.042
O 2.121 -1.243 3.096 -0.042
H 2.236 -0.366 3.461 0.038
H 2.860 -1.353 2.498 0.011
O 0.955 -0.480 -4.724 -0.030
H 0.048 -0.236 -4.538 0.046
H 1.144 -0.073 -5.569 0.061
C -4.660 -2.352 3.435 -0.295
C -5.479 -1.272 3.968 -0.251
O -6.355 -1.930 4.874 -0.070
O -3.694 -1.847 2.628 -0.046
H -5.324 -2.966 2.826 0.136
H -4.286 -3.015 4.215 0.139
H -6.130 -0.851 3.202 0.124
H -4.963 -0.451 4.466 0.111
H -7.195 -1.473 4.958 0.083
H -2.853 -1.976 3.073 0.068
C -2.908 3.868 4.889 -0.285
C -3.435 2.626 4.252 -0.247
O -2.501 1.569 4.463 -0.050
O -2.733 3.675 6.244 -0.049
H -3.608 4.703 4.848 0.119
H -2.020 4.248 4.383 0.125
H -3.452 2.838 3.183 0.104
H -4.461 2.389 4.534 0.123
H -2.716 1.219 5.331 0.083
H -3.435 3.152 6.637 0.093
C 2.746 3.726 -4.587 -0.217
C 3.083 2.220 -4.503 -0.274
O 3.909 1.880 -3.461 -0.051
O 1.799 4.121 -3.573 -0.077
H 2.248 3.803 -5.553 0.104
H 3.642 4.345 -4.566 0.116
H 3.666 1.879 -5.358 0.124
H 2.103 1.759 -4.380 0.095
H 3.346 1.585 -2.742 0.023
H 1.517 5.014 -3.786 0.078
C -4.345 0.931 -0.384 -0.200
C -4.847 2.376 -0.837 -0.216
O -4.100 3.022 -1.841 -0.050
O -2.968 0.857 -0.038 -0.080
H -4.592 0.214 -1.166 0.117
H -4.950 0.573 0.450 0.109
H -4.955 2.913 0.105 0.105
H -5.874 2.256 -1.182 0.116
H -4.636 3.094 -2.635 0.097
H -2.794 1.684 0.418 0.034
C -1.376 2.441 -5.221 -0.205
C -2.113 3.833 -5.330 -0.262
O -1.518 4.826 -4.591 -0.053
O -1.633 1.769 -3.997 -0.079
H -0.304 2.637 -5.251 0.105
H -1.744 1.809 -6.029 0.114
H -3.174 3.793 -5.084 0.110
H -2.068 4.210 -6.352 0.114
H -1.681 4.576 -3.678 0.057
H -1.212 2.250 -3.281 0.030
C 3.145 -5.652 1.333 -0.203
C 2.418 -4.380 0.879 -0.181
O 3.478 -3.484 0.554 -0.081
O 3.824 -5.358 2.554 -0.076
H 3.867 -6.015 0.602 0.128
H 2.458 -6.473 1.533 0.119
H 1.899 -3.853 1.679 0.109
H 1.718 -4.505 0.053 0.119
H 3.889 -3.062 1.312 0.051
H 3.352 -5.878 3.208 0.082
C 2.401 -4.559 -4.335 -0.171
C 1.524 -4.955 -3.105 -0.233
O 0.257 -4.329 -3.243 -0.075
O 2.874 -3.162 -4.198 -0.097
H 1.995 -4.745 -5.329 0.112
H 3.257 -5.228 -4.248 0.107
H 2.075 -4.477 -2.294 0.091
H 1.560 -6.035 -2.965 0.113
H 0.325 -3.428 -2.922 0.020
H 2.132 -2.552 -4.219 0.038
C -0.562 3.124 0.420 -0.279
C -0.376 2.717 -0.952 -0.222
O -1.192 3.470 -1.859 -0.052
O -1.808 3.141 0.958 -0.056
H -0.176 4.129 0.590 0.142
H -0.025 2.518 1.151 0.131
H -0.546 1.661 -1.163 0.119
H 0.702 2.742 -1.110 0.126
H -2.018 3.245 -1.424 0.053
H -2.087 4.020 1.225 0.117
```

Its total charge is 0. For the LUMO energy, the calculation gives -0.227 eV. Its energy above the lowest of the compared OMol25 structures with the same formula, charge and spin is 51.9 kcal/mol.

---

Molecular formula: C16H7Br4N3O2S5SbTc
Method: DFT, the ωB97M-V functional and the def2-TZVPD basis

XYZ file:
```
39
Properties=species:S:1:pos:R:3:nbo_charge:R:1
Tc -0.588 0.324 -1.584 0.776
N -1.760 -0.210 2.321 -0.487
C -0.633 0.526 2.685 0.100
C -0.139 0.908 3.927 -0.208
C 1.020 1.656 3.916 -0.174
C 1.660 2.015 2.717 -0.184
C 1.165 1.637 1.488 -0.227
C 0.001 0.871 1.492 0.148
N -0.750 0.340 0.445 -0.471
C -1.782 -0.292 0.986 0.451
C -2.713 -0.949 0.090 0.051
C -3.795 -1.740 0.294 -0.387
S -4.427 -2.257 -1.205 0.624
C -3.221 -1.406 -2.030 -0.103
N -2.400 -0.756 -1.245 -0.427
H -2.436 -0.609 2.952 0.446
H -0.633 0.638 4.851 0.244
H 1.448 1.979 4.856 0.244
H 2.564 2.607 2.766 0.241
H 1.651 1.921 0.563 0.243
H -4.242 -2.049 1.226 0.279
H -3.147 -1.396 -3.109 0.268
Br 4.159 -4.738 -1.795 0.244
C 3.309 -3.089 -1.709 -0.113
C 4.122 -1.868 -1.601 -0.097
Br 5.970 -2.018 -1.562 0.251
C 3.554 -0.626 -1.524 -0.207
Br 4.497 0.973 -1.370 0.191
C 2.138 -0.549 -1.571 0.338
O 1.446 0.511 -1.500 -0.493
C 1.344 -1.747 -1.666 0.377
O 0.092 -1.508 -1.643 -0.478
C 1.947 -3.034 -1.737 -0.212
Br 0.820 -4.512 -1.850 0.186
S -2.068 3.262 -0.133 -0.370
Sb -2.768 5.559 -0.992 1.071
S -0.364 2.238 -2.753 0.111
S -2.165 2.170 -1.865 0.282
S -2.876 5.218 -3.132 -0.529
```

Its total charge is +2. For the LUMO energy (spin up / spin down), the calculation gives -8.416 / -8.417 eV. Its energy above the lowest of the compared OMol25 structures with the same formula, charge and spin is 0.0 kcal/mol.

---

Molecular formula: C16H7N6O4
Method: DFT, the ωB97M-V functional and the def2-TZVPD basis

XYZ file:
```
33
Properties=species:S:1:pos:R:3:nbo_charge:R:1
N 3.040 -1.543 4.488 -0.320
C 2.222 -1.566 3.654 0.301
C 1.214 -1.577 2.639 -0.235
C -0.166 -1.577 2.854 -0.093
C -1.066 -1.601 1.748 0.042
N -2.452 -1.864 2.031 0.495
O -2.809 -1.967 3.224 -0.403
O -3.248 -1.984 1.073 -0.371
C -0.629 -1.481 0.417 -0.146
C 0.735 -1.570 0.228 0.029
N 1.494 -1.705 -0.950 0.419
O 1.196 -1.751 -2.130 -0.341
O 2.852 -1.861 -0.521 -0.164
N 2.956 -1.781 0.875 -0.112
C 1.674 -1.620 1.282 0.127
H -0.567 -1.590 3.865 0.266
H -1.293 -1.520 -0.440 0.302
C -1.670 0.662 -0.789 -0.512
C -2.626 0.128 -1.685 0.303
N -3.406 -0.329 -2.434 -0.404
C -0.593 1.481 -1.347 -0.003
C 0.205 2.286 -0.494 -0.194
C 1.290 2.992 -1.010 -0.223
C 1.581 2.938 -2.379 -0.263
C 0.773 2.184 -3.240 -0.203
C -0.312 1.467 -2.738 -0.231
C -2.164 0.996 0.486 0.311
N -2.549 1.287 1.555 -0.429
H -0.049 2.351 0.568 0.215
H 1.904 3.588 -0.336 0.205
H 2.436 3.486 -2.777 0.201
H 0.982 2.150 -4.309 0.205
H -0.956 0.890 -3.407 0.225
```

Its total charge is -1. For the LUMO energy, the calculation gives 0.640 eV. Its energy above the lowest of the compared OMol25 structures with the same formula, charge and spin is 3.2 kcal/mol.

---

So what do the calculations give for energy? Going down the list: -2073.21208 -16392.76473 -6366.52503 -2835.78904 -13536.24804 -1243.21282 Eh.